(1)
C5H8O in the gas phase. Source: the Open Molecules 2025 dataset; level of theory: the ωB97M-V functional and the def2-TZVPD basis.

## Properties
- Net charge: 0
- Energy relative to the best compared isomer or geometry (same formula, charge and spin): 17.5 kcal/mol
- E_HOMO: -0.30112 hartree
- Total energy: -7361.4969 eV
- Gap between HOMO and LUMO: 9.330 eV

Atoms and positions in Å:
H (-2.45848, -0.84566, 0.95136)
H (-0.62392, 0.81454, -1.79839)
H (2.06866, 0.37876, 1.11541)
H (2.02570, 0.84141, -1.20154)
H (-2.20215, 0.82561, 1.47018)
H (2.04159, -1.34736, 0.68714)
C (-2.08344, 0.13190, 0.63089)
C (-0.66036, 0.03564, 0.19971)
C (1.53121, -0.39050, 0.54836)
C (-0.09858, 0.38312, -0.95663)
O (0.20832, -0.50737, 1.10777)
C (1.36179, 0.01254, -0.93186)
H (1.58210, -0.81719, -1.61699)
H (-2.69242, 0.48456, -0.20540)


(2)
2 unconnected molecules or ions with the total composition C5H8O at a distorted geometry. Source: the Open Molecules 2025 dataset; level of theory: the ωB97M-V functional and the def2-TZVPD basis.

## Properties
- Net charge: 0
- Energy relative to the best compared isomer or geometry (same formula, charge and spin): 121.3 kcal/mol
- E_HOMO: -0.27984 hartree
- Total energy: -7356.9949 eV
- Gap between HOMO and LUMO: 7.919 eV

Atoms and positions in Å:
H (-2.50764, -1.01069, -0.42040)
C (-1.43791, -1.13688, -0.62257)
H (2.01884, 1.70943, 1.70117)
C (-0.37994, 0.95334, 0.57554)
C (-0.80155, 0.23179, -0.61039)
H (1.30209, 1.15822, -1.05320)
H (-1.02863, -1.77326, 0.17045)
H (-0.39557, 0.27592, 1.44959)
O (2.09401, -1.35401, 0.67136)
H (-1.06802, 0.84637, -1.47620)
H (-1.32947, -1.64636, -1.58443)
C (0.75309, 0.44069, -0.44741)
H (1.30053, 1.84710, 1.52155)
C (1.48018, -0.54164, 0.12495)